Below is one molecule with the formula C5H6O at a distorted geometry, with properties calculated with ωB97M-V/def2-TZVPD.

Properties
highest occupied orbital energy	-8.0	eV
ΔE to the lowest compared entry with this formula, charge and spin	133.4	kcal per mole
calculated total energy	-269.133653	hartree
charge	0

Geometry as XYZ:
```
12
C5H6O, DFT ωB97M-V/def2-TZVPD
O 0.881 -1.010 -0.783
C -1.077 0.022 0.264
C -0.486 -0.652 -1.057
C 0.647 -0.405 0.436
C -0.618 1.160 0.966
C 0.843 1.065 0.546
H -0.524 0.035 -1.892
H 1.564 1.349 1.307
H -1.036 -1.581 -1.170
H -2.037 -0.444 0.527
H 0.765 -1.083 1.264
H 1.079 1.545 -0.408
```

For each atom in turn, the natural (NBO) charge in e is: -0.51 -0.41 -0.09 0.26 0.01 -0.58 0.20 0.24 0.21 0.22 0.21 0.24